C4H7NO2 in the gas phase. Source: the Open Molecules 2025 dataset; level of theory: ωB97M-V/def2-TZVPD.

Last column: Löwdin charge in e.
CARTESIAN COORDINATES (ANGSTROEM)
C  -1.613  -0.904  -0.041  -0.037
C  -0.329  -0.292  -0.559  -0.334
C  0.006  1.109  0.001  -0.121
N  1.422  0.961  0.243  0.089
C  1.805  -0.358  0.285  -0.562
O  2.867  -0.795  0.641  0.107
O  0.772  -1.121  -0.162  0.053
H  -1.599  -0.950  1.053  0.090
H  -1.723  -1.922  -0.428  0.086
H  -2.478  -0.313  -0.360  0.088
H  -0.336  -0.262  -1.656  0.149
H  -0.560  1.329  0.918  0.123
H  -0.197  1.893  -0.737  0.121
H  1.971  1.605  0.788  0.149

As for the SMILES: C[C@H]1CNC(=O)O1. The charge is 0. The calculation puts the energy at -361.8803 Ha. The HOMO energy comes out at -10.032 eV. The value obtained for the energy relative to the best compared isomer or geometry (same formula, charge and spin) is 0.3 kcal/mol.


C6H8 in the gas phase in a non-equilibrium geometry. Source: the Open Molecules 2025 dataset; level of theory: ωB97M-V/def2-TZVPD.

Last column: Löwdin charge in e.
CARTESIAN COORDINATES (ANGSTROEM)
C  -1.205  0.734  -0.786  -0.117
C  -1.626  -0.720  -0.616  0.011
C  -0.535  1.260  0.429  -0.108
C  -1.166  -0.987  0.756  -0.156
C  -0.114  -0.113  0.055  -0.381
C  1.193  -0.515  -0.648  0.021
H  -1.124  1.286  -1.664  0.098
H  0.170  2.147  0.388  0.130
H  -0.966  1.431  1.450  0.118
H  -1.738  -0.564  1.537  0.089
H  -0.928  -2.096  0.889  0.124
H  1.167  -0.009  -1.510  0.046
H  1.275  -1.502  -0.983  0.077
H  2.027  -0.346  -0.106  0.049

The charge is 0. The calculation puts the energy at -233.2170 Ha. The HOMO energy comes out at -7.728 eV. The value obtained for the energy relative to the best compared isomer or geometry (same formula, charge and spin) is 106.6 kcal/mol.


A gas-phase ion, C6H11N4 (charge +1) in a non-equilibrium geometry. Source: the Open Molecules 2025 dataset; level of theory: ωB97M-V/def2-TZVPD.

Last column: Mulliken spin population.
CARTESIAN COORDINATES (ANGSTROEM)
C  -0.446  -1.028  -0.036  -0.019
C  0.646  -0.845  1.050  0.060
C  2.250  2.163  -0.455  -0.001
C  2.039  -1.113  0.338  0.236
C  -0.458  -2.158  -0.947  0.043
C  -2.875  1.515  0.353  -0.005
N  -1.287  -0.078  -0.098  0.278
N  2.604  1.113  0.101  0.442
N  2.694  -0.097  -0.127  0.225
N  -1.710  1.059  -0.288  0.610
H  0.417  0.190  1.534  -0.001
H  0.260  -1.591  1.774  -0.006
H  2.278  3.188  -0.019  0.037
H  1.838  2.323  -1.508  0.044
H  2.353  -2.105  0.165  0.011
H  -1.305  -2.156  -1.500  -0.004
H  -0.408  -3.039  -0.309  -0.003
H  0.367  -2.266  -1.511  -0.008
H  -3.263  0.628  0.989  -0.006
H  -2.548  2.313  0.891  0.039
H  -3.446  1.983  -0.396  0.028

The charge is +1. The spin multiplicity is 3. The calculation puts the energy at -453.6774 Ha. The HOMO energy (alpha / beta) comes out at -9.814 / -12.480 eV. As for the expectation value of S²: 2.017. The value obtained for the energy relative to the best compared isomer or geometry (same formula, charge and spin) is 125.4 kcal/mol.